Record 1
C38H48AsN9OS2TeTi | wB97M-V/def2-TZVPD

The geometry in XYZ format:
```
101
Properties=species:S:1:pos:R:3:mulliken_charge:R:1
Ti -1.018 -0.477 0.944 -0.79
C -3.005 2.187 3.837 -1.84
C -2.033 1.420 2.990 0.08
N -2.374 0.356 2.238 2.18
N -3.723 0.039 2.238 -0.77
C -4.291 -0.476 1.135 0.55
N -5.596 -0.751 1.190 -0.42
S -3.369 -0.739 -0.246 -0.45
C -0.659 1.742 2.906 0.45
C -0.031 2.811 3.594 -1.04
C 1.302 3.041 3.421 -0.95
C 2.044 2.186 2.582 -1.08
C 1.401 1.158 1.959 -0.49
N 0.067 0.928 2.082 1.28
H -3.676 1.543 4.411 0.39
H -3.621 2.873 3.249 0.29
H -2.476 2.776 4.581 0.49
H -4.279 0.302 3.037 0.22
H -6.146 -0.637 2.025 0.19
H -6.033 -1.172 0.389 0.23
H -0.613 3.459 4.231 0.43
H 1.784 3.869 3.923 0.47
H 3.104 2.330 2.429 0.53
H 1.942 0.470 1.325 0.48
C 5.015 7.337 -8.770 -0.85
O 5.507 6.105 -8.257 -0.45
C 4.783 5.472 -7.320 1.00
C 5.315 4.266 -6.851 -0.82
C 4.647 3.544 -5.891 -0.47
C 3.431 3.998 -5.370 0.31
C 2.911 5.199 -5.841 -0.74
C 3.573 5.937 -6.806 -0.57
C 2.696 3.258 -4.352 0.32
N 1.600 3.672 -3.749 -0.86
C 1.261 2.672 -2.888 0.82
C 2.158 1.627 -2.958 -0.02
N 3.075 2.018 -3.901 -0.10
C 2.044 0.451 -2.164 0.65
C 2.915 -0.646 -2.186 -0.94
C 2.667 -1.717 -1.363 -1.36
C 1.564 -1.684 -0.512 -0.40
N 0.721 -0.658 -0.459 0.87
C 0.947 0.397 -1.280 0.04
C 0.000 1.476 -1.205 -0.09
N -1.036 1.312 -0.347 0.60
C -1.930 2.286 -0.260 -0.05
C -1.856 3.462 -1.008 -1.41
C -0.816 3.636 -1.886 -0.73
C 0.142 2.621 -1.999 0.53
H 5.745 7.666 -9.502 0.24
H 4.930 8.085 -7.979 0.35
H 4.047 7.201 -9.256 0.35
H 6.257 3.926 -7.258 0.43
H 5.098 2.621 -5.545 0.24
H 1.971 5.553 -5.440 0.47
H 3.142 6.865 -7.152 0.41
H 3.867 1.498 -4.234 0.19
H 3.775 -0.651 -2.844 0.49
H 3.320 -2.578 -1.355 0.52
H 1.369 -2.507 0.159 0.45
H -2.754 2.123 0.421 0.27
H -2.622 4.215 -0.890 0.50
H -0.718 4.524 -2.495 0.62
C -1.103 -4.640 -2.502 -1.70
C -1.429 -4.908 -1.023 2.13
C -0.427 -5.900 -0.420 -1.42
C -2.872 -5.408 -0.868 -1.49
C -1.320 -3.622 -0.319 -0.57
N -1.258 -2.593 0.184 0.06
H -1.205 -5.574 -3.054 0.47
H -0.081 -4.280 -2.622 0.34
H -1.789 -3.910 -2.931 0.37
H -0.484 -6.834 -0.979 0.43
H -0.653 -6.111 0.624 0.24
H 0.594 -5.523 -0.489 0.35
H -2.964 -6.370 -1.371 0.45
H -3.578 -4.711 -1.320 0.36
H -3.138 -5.536 0.181 0.18
C -1.317 -1.300 5.387 -0.38
As 0.362 -1.803 4.603 0.70
C 1.628 -0.453 5.123 -0.97
C 0.903 -3.423 5.476 -0.96
S 0.304 -2.205 2.520 -0.47
H -1.138 -0.947 6.402 0.50
H -1.976 -2.166 5.389 0.17
H -1.759 -0.512 4.783 -0.17
H 1.797 -0.529 6.197 0.48
H 1.231 0.530 4.882 0.19
H 2.559 -0.617 4.586 0.37
H 0.918 -3.272 6.555 0.42
H 1.894 -3.701 5.124 0.38
H 0.193 -4.206 5.218 0.24
C -4.838 -4.454 4.604 -1.11
Te -3.548 -3.588 3.139 0.18
C -2.132 -5.181 3.203 -1.10
H -4.253 -4.720 5.480 0.36
H -5.338 -5.330 4.201 0.34
H -5.580 -3.710 4.882 0.33
H -2.455 -6.016 2.588 0.43
H -2.034 -5.509 4.236 0.50
H -1.178 -4.789 2.856 0.09
```

As for the net charge: +2. The calculation puts the energy at -6194.2098 Ha. The calculation puts the relative energy (zero: lowest compared OMol25 entry of this formula, charge and spin) at 0.0 kJ/mol. The calculation puts the highest occupied orbital energy (alpha / beta) at -11.0 / -11.0 eV.

***

Record 2
C38H49BrCl5InOP2Sb | wB97M-V/def2-TZVPD

The geometry in XYZ format:
```
98
Properties=species:S:1:pos:R:3:mulliken_charge:R:1
In -0.300 0.757 -0.278 0.97
Br 2.290 0.576 -1.927 -0.16
C 1.868 2.160 -2.891 1.25
C 2.831 2.629 -3.731 -0.73
C 2.579 3.786 -4.495 -0.91
C 1.379 4.418 -4.384 -0.89
C 0.378 3.941 -3.501 1.14
C -0.851 4.632 -3.390 -1.31
C -1.807 4.205 -2.521 -1.27
C -1.569 3.062 -1.731 -0.58
C -0.416 2.326 -1.816 1.27
C 0.598 2.774 -2.711 -0.78
H 3.778 2.114 -3.817 0.50
H 3.342 4.157 -5.165 0.41
H 1.168 5.304 -4.969 0.44
H -1.009 5.515 -3.997 0.40
H -2.738 4.748 -2.419 0.52
H -2.326 2.791 -0.999 0.39
C -0.710 -0.856 -4.154 -1.46
P -0.643 -1.259 -2.360 1.86
C 0.666 -2.536 -2.424 -1.32
C -2.165 -2.239 -2.054 -0.48
C -2.241 -3.594 -2.374 -0.73
C -3.351 -4.347 -2.024 -0.99
C -4.395 -3.752 -1.333 -0.79
C -4.343 -2.400 -1.025 -0.97
C -3.246 -1.628 -1.396 0.44
P -3.144 0.171 -1.068 1.61
C -4.711 0.593 -0.224 -1.83
C -3.526 0.858 -2.737 -1.13
H -0.829 -1.783 -4.716 0.50
H 0.225 -0.376 -4.445 0.41
H -1.531 -0.192 -4.392 0.34
H 0.737 -2.985 -3.415 0.73
H 0.439 -3.312 -1.700 0.26
H 1.629 -2.088 -2.178 -0.08
H -1.423 -4.077 -2.891 0.45
H -3.395 -5.397 -2.278 0.43
H -5.255 -4.337 -1.037 0.45
H -5.170 -1.954 -0.491 0.36
H -4.754 0.181 0.783 0.42
H -5.568 0.245 -0.803 0.54
H -4.763 1.680 -0.149 0.48
H -4.092 0.139 -3.329 0.44
H -2.616 1.143 -3.251 0.06
H -4.121 1.763 -2.612 0.53
Cl -0.351 4.125 0.797 -0.10
C -1.326 3.048 1.756 1.05
C -1.342 1.683 1.490 -1.47
C -2.244 0.930 2.232 1.01
Cl -2.398 -0.774 1.904 -0.02
C -3.070 1.473 3.216 -0.23
Cl -4.183 0.489 4.085 -0.15
C -2.996 2.837 3.484 0.22
Cl -4.001 3.536 4.686 -0.18
C -2.125 3.633 2.745 -0.15
Cl -2.061 5.323 3.049 -0.18
C -0.305 -4.177 1.294 -1.26
C 1.122 -3.713 1.001 0.66
C 2.152 -4.544 1.763 -1.38
Sb 1.191 -1.555 1.303 -0.60
C 0.695 -1.458 3.433 0.67
C 1.365 -2.484 4.338 -1.76
C 0.906 -0.050 3.969 -0.61
C 3.324 -1.196 1.054 1.70
C 4.163 -1.426 2.307 -1.61
C 3.846 -2.006 -0.133 -1.37
H -0.424 -5.231 1.030 0.45
H -1.056 -3.609 0.739 0.15
H -0.539 -4.083 2.357 0.28
H 1.331 -3.829 -0.061 0.23
H 2.044 -4.469 2.839 0.18
H 3.177 -4.288 1.512 0.22
H 2.009 -5.596 1.499 0.49
H -0.373 -1.669 3.413 0.29
H 2.451 -2.463 4.276 0.26
H 1.023 -3.496 4.140 0.35
H 1.096 -2.256 5.374 0.53
H 1.970 0.178 4.048 0.29
H 0.478 0.025 4.973 0.55
H 0.447 0.707 3.342 -0.38
H 3.351 -0.141 0.796 -0.68
H 4.090 -2.449 2.671 0.24
H 3.877 -0.754 3.117 0.27
H 5.216 -1.238 2.081 0.52
H 3.871 -3.073 0.073 0.21
H 4.868 -1.697 -0.368 0.40
H 3.252 -1.863 -1.037 0.27
C 3.488 3.088 0.711 -1.13
C 2.498 2.518 1.689 0.70
C 2.415 3.161 3.040 -1.48
O 1.802 1.567 1.363 0.41
H 4.194 3.770 1.181 0.47
H 2.932 3.631 -0.058 0.17
H 4.019 2.278 0.211 0.27
H 3.384 3.089 3.539 0.45
H 1.641 2.715 3.653 0.16
H 2.209 4.225 2.904 0.37
```

As for the net charge: +1. The calculation puts the energy at -7540.4948 Ha. The calculation puts the relative energy (zero: lowest compared OMol25 entry of this formula, charge and spin) at 63.9 kJ/mol. The calculation puts the highest occupied orbital energy at -10.5 eV.

***

Record 3
C38H50AsBN2O4S3Ti | wB97M-V/def2-TZVPD

The geometry in XYZ format:
```
100
Properties=species:S:1:pos:R:3:mulliken_spin:R:1
Ti 0.662 0.282 -0.188 0.85
C 2.540 -0.123 -2.803 0.00
O 2.434 -0.090 -1.372 -0.01
C 3.495 -0.617 -0.637 0.03
C 4.656 -1.096 -1.209 0.01
C 5.655 -1.581 -0.373 -0.01
C 5.483 -1.572 1.003 0.00
C 4.312 -1.079 1.558 0.00
C 3.304 -0.607 0.736 -0.01
N 2.070 -0.040 1.209 -0.13
N 2.027 0.097 2.477 0.16
C 1.019 0.736 3.108 0.07
C -0.080 1.328 2.450 0.01
O -0.280 1.137 1.178 0.02
C -0.970 2.165 3.177 -0.02
C -0.792 2.365 4.503 0.05
C 0.253 1.715 5.234 0.00
C 0.371 1.872 6.628 0.02
C 1.354 1.216 7.322 -0.01
C 2.250 0.382 6.635 0.01
C 2.159 0.220 5.274 -0.01
C 1.157 0.885 4.546 0.00
H 3.347 0.536 -3.123 0.00
H 1.583 0.208 -3.192 0.00
H 2.723 -1.144 -3.135 0.00
H 4.802 -1.097 -2.278 0.00
H 6.569 -1.962 -0.806 0.00
H 6.264 -1.949 1.648 0.00
H 4.165 -1.062 2.628 0.00
H -1.783 2.628 2.632 0.00
H -1.475 3.009 5.046 0.00
H -0.333 2.515 7.143 0.00
H 1.438 1.336 8.393 0.00
H 3.021 -0.143 7.184 0.00
H 2.845 -0.430 4.751 0.00
C -2.035 -1.097 4.910 -0.01
C -1.028 -2.155 4.478 0.00
S -0.625 -2.155 2.705 0.01
C -1.470 -3.636 2.098 0.00
C -2.936 -3.493 1.700 0.00
S -3.275 -2.113 0.564 0.00
C -4.331 -1.012 1.545 0.00
C -3.648 -0.288 2.704 0.01
S -3.708 -1.271 4.240 0.00
H -1.679 -0.099 4.670 0.00
H -2.151 -1.144 5.995 0.00
H -1.387 -3.150 4.738 0.00
H -0.088 -1.986 5.009 0.00
H -1.364 -4.420 2.850 0.00
H -0.888 -3.926 1.227 0.00
H -3.572 -3.362 2.572 0.00
H -3.249 -4.404 1.188 0.00
H -5.206 -1.569 1.882 0.00
H -4.681 -0.282 0.813 0.00
H -4.149 0.662 2.893 0.00
H -2.603 -0.105 2.457 0.00
C -1.461 -4.693 -2.122 0.00
C -0.424 -3.588 -2.138 -0.01
C 0.957 -4.153 -2.445 0.00
O -0.337 -3.023 -0.800 -0.02
B -0.142 -1.675 -0.904 -0.02
O -0.325 -1.238 -2.218 -0.03
C -0.801 -2.359 -3.029 0.00
C -2.299 -2.163 -3.199 0.00
C -0.115 -2.319 -4.380 0.00
H -1.125 -5.492 -1.461 0.00
H -1.590 -5.110 -3.122 0.00
H -2.423 -4.331 -1.763 0.00
H 1.211 -4.883 -1.677 0.00
H 1.716 -3.369 -2.421 0.00
H 0.983 -4.646 -3.417 0.00
H -2.812 -2.157 -2.237 0.00
H -2.728 -2.946 -3.825 0.00
H -2.473 -1.204 -3.689 0.00
H 0.970 -2.335 -4.293 0.00
H -0.410 -1.413 -4.912 0.00
H -0.422 -3.175 -4.983 0.00
C -1.025 3.737 -0.946 0.00
As -0.041 2.391 -1.930 0.03
C -1.348 1.841 -3.246 0.00
C 1.223 3.464 -2.984 0.00
C 0.550 4.513 -3.818 0.00
C 0.325 5.790 -3.310 0.00
C -0.325 6.751 -4.071 0.00
C -0.757 6.447 -5.354 0.00
C -0.529 5.181 -5.874 0.00
C 0.121 4.222 -5.111 0.00
H -1.411 4.503 -1.615 0.00
H -0.370 4.189 -0.202 0.00
H -1.847 3.242 -0.432 0.00
H -1.754 2.696 -3.782 0.00
H -2.143 1.307 -2.726 0.00
H -0.875 1.151 -3.944 0.00
H 1.777 2.760 -3.606 0.00
H 1.922 3.900 -2.269 0.00
H 0.674 6.037 -2.313 0.00
H -0.486 7.740 -3.664 0.00
H -1.259 7.197 -5.950 0.00
H -0.851 4.941 -6.879 0.00
H 0.306 3.238 -5.527 0.00
```

Its multiplicity is 2. As for the net charge: +1. The calculation puts the energy at -6193.0497 Ha. The calculation puts the relative energy (zero: lowest compared OMol25 entry of this formula, charge and spin) at 66.9 kJ/mol. The calculation puts the highest occupied orbital energy (alpha / beta) at -10.0 / -10.2 eV.

***

Record 4
C38H50Cl2NOP3Ti | wB97M-V/def2-TZVPD

The geometry in XYZ format:
```
96
Properties=species:S:1:pos:R:3:mulliken_charge:R:1
P -0.801 2.336 -4.061 1.87
C -2.510 2.871 -4.364 0.55
C -2.777 4.181 -4.762 -0.12
H -1.980 4.909 -4.818 0.39
C -4.072 4.562 -5.073 -0.85
H -4.272 5.582 -5.373 0.45
C -5.107 3.642 -4.996 -0.59
H -6.118 3.942 -5.238 0.42
C -4.843 2.335 -4.614 -0.95
H -5.645 1.613 -4.555 0.44
C -3.551 1.945 -4.303 -0.73
H -3.369 0.920 -4.014 0.46
C 0.189 3.848 -3.910 0.13
C -0.036 4.665 -2.801 -0.54
H -0.817 4.416 -2.096 0.61
C 0.733 5.799 -2.607 -0.83
H 0.551 6.431 -1.748 0.48
C 1.726 6.131 -3.521 -0.68
H 2.319 7.024 -3.374 0.47
C 1.945 5.325 -4.629 -0.78
H 2.707 5.589 -5.349 0.46
C 1.182 4.183 -4.826 -0.36
H 1.370 3.547 -5.676 0.46
C -0.322 1.471 -5.583 0.71
C -0.783 1.908 -6.823 -0.66
H -1.389 2.800 -6.902 0.50
C -0.469 1.190 -7.966 -0.73
H -0.823 1.532 -8.928 0.44
C 0.288 0.029 -7.876 -0.62
H 0.523 -0.533 -8.770 0.43
C 0.726 -0.420 -6.638 -0.96
H 1.298 -1.334 -6.563 0.48
C 0.421 0.300 -5.493 0.22
H 0.737 -0.052 -4.522 0.27
Ti 0.000 0.000 0.000 -2.54
C 1.939 0.448 0.042 -0.10
C 2.487 1.227 -0.930 -1.21
H 2.552 0.081 0.862 1.16
C 1.530 1.732 -1.962 1.56
O 2.000 1.558 -3.314 -0.75
H 1.292 1.867 -3.894 -0.37
C 0.168 1.093 -1.713 0.79
H 1.414 2.816 -1.879 -0.17
C -0.827 1.341 -2.612 -0.19
Cl 0.299 -1.167 2.140 -0.59
Cl -2.410 -0.364 -0.396 -0.35
P -0.631 1.880 1.303 1.40
C -1.485 1.437 2.850 -1.32
H -0.756 1.039 3.549 0.39
H -2.211 0.659 2.636 0.36
H -1.982 2.303 3.281 0.49
C 0.768 2.918 1.859 -1.18
H 1.276 3.332 0.991 0.09
H 1.465 2.283 2.400 0.32
H 0.440 3.729 2.506 0.51
C -1.768 3.068 0.509 -1.05
H -2.493 2.512 -0.079 0.35
H -1.207 3.715 -0.159 0.01
H -2.287 3.676 1.247 0.59
P 4.155 1.746 -0.981 1.65
C 4.977 1.422 0.596 -1.32
C 4.266 3.523 -1.328 -1.25
H 4.985 0.355 0.801 0.39
H 4.454 1.930 1.400 0.40
H 6.004 1.776 0.552 0.46
H 3.864 3.721 -2.318 0.28
H 5.300 3.856 -1.290 0.49
H 3.683 4.074 -0.596 0.40
C 5.150 0.933 -2.265 -1.32
H 5.051 -0.145 -2.168 0.43
H 6.200 1.206 -2.173 0.48
H 4.778 1.237 -3.238 0.34
H -1.815 0.978 -2.376 0.17
C 0.958 -4.430 1.735 -0.86
N 2.210 -3.697 1.468 0.21
C 3.359 -4.609 1.603 -0.88
C 2.296 -2.850 0.205 -1.04
C 1.222 -2.913 -0.888 0.65
C 1.091 -4.205 -1.437 -0.49
C 0.080 -4.512 -2.323 -0.85
C -0.819 -3.529 -2.710 -0.97
C -0.717 -2.214 -2.219 -0.29
C 0.313 -1.823 -1.320 1.16
H 0.833 -5.296 1.060 0.41
H 0.066 -3.775 1.673 0.28
H 0.974 -4.834 2.779 0.36
H 2.317 -3.021 2.287 0.48
H 3.333 -5.393 0.827 0.35
H 4.316 -4.047 1.537 0.37
H 3.354 -5.099 2.609 0.38
H 2.379 -1.847 0.542 0.03
H 3.275 -3.026 -0.294 0.43
H 1.748 -5.005 -1.109 0.43
H -0.027 -5.533 -2.675 0.42
H -1.643 -3.811 -3.356 0.46
H -1.510 -1.541 -2.496 0.35
```

As for the net charge: +2. The calculation puts the energy at -4401.4077 Ha. The calculation puts the relative energy (zero: lowest compared OMol25 entry of this formula, charge and spin) at 156.6 kJ/mol. The calculation puts the highest occupied orbital energy at -12.9 eV.

***

Record 5
C38H50NP2PdTe | wB97M-V/def2-TZVPD

The geometry in XYZ format:
```
93
Properties=species:S:1:pos:R:3:nbo_charge:R:1
Pd 0.390 -0.941 -0.225 -0.10
C 4.193 -1.075 -1.021 -0.61
C 3.833 0.389 -0.759 -0.54
C 4.926 1.299 -1.325 -0.61
P 2.040 0.684 -1.211 0.88
C 1.991 1.449 -2.906 -0.54
C 2.522 0.469 -3.956 -0.61
C 2.565 2.850 -3.103 -0.61
C 1.572 2.094 -0.132 -0.46
C 2.440 2.856 0.640 -0.15
C 1.998 3.790 1.572 -0.14
C 2.965 4.589 2.409 -0.61
C 0.619 3.931 1.718 -0.19
C -0.283 3.201 0.963 -0.32
C 0.160 2.266 -0.006 0.27
N -0.593 1.406 -0.723 -0.73
C -1.915 1.469 -0.976 0.31
C -2.654 2.684 -1.040 -0.31
C -3.975 2.719 -1.429 -0.19
C -4.664 1.559 -1.780 -0.11
C -6.096 1.594 -2.250 -0.61
C -3.958 0.367 -1.710 -0.19
C -2.622 0.263 -1.305 -0.44
P -1.669 -1.326 -1.312 0.87
C -1.615 -1.752 -3.129 -0.52
C -0.953 -0.598 -3.878 -0.62
C -2.910 -2.162 -3.822 -0.61
C -2.756 -2.734 -0.666 -0.51
C -4.280 -2.591 -0.628 -0.61
C -2.282 -3.145 0.723 -0.61
H 5.151 -1.327 -0.554 0.19
H 4.288 -1.266 -2.095 0.20
H 3.425 -1.748 -0.637 0.23
H 3.811 0.535 0.327 0.23
H 5.030 1.167 -2.405 0.20
H 5.894 1.047 -0.877 0.20
H 4.740 2.355 -1.136 0.21
H 0.905 1.523 -3.033 0.24
H 3.615 0.416 -3.931 0.19
H 2.233 0.787 -4.963 0.20
H 2.135 -0.539 -3.797 0.22
H 3.655 2.845 -3.116 0.19
H 2.235 3.534 -2.320 0.23
H 2.232 3.252 -4.066 0.20
H 3.511 2.699 0.549 0.18
H 3.997 4.327 2.166 0.20
H 2.828 4.407 3.479 0.20
H 2.856 5.666 2.249 0.20
H 0.237 4.625 2.464 0.19
H -1.344 3.308 1.142 0.21
H -2.139 3.607 -0.814 0.21
H -4.490 3.676 -1.472 0.19
H -6.618 2.468 -1.854 0.20
H -6.644 0.707 -1.922 0.20
H -6.176 1.637 -3.341 0.20
H -4.495 -0.529 -1.977 0.19
H -0.926 -2.604 -3.149 0.21
H -1.655 0.233 -3.993 0.21
H -0.628 -0.916 -4.873 0.19
H -0.088 -0.227 -3.330 0.24
H -3.619 -1.334 -3.854 0.21
H -3.394 -3.012 -3.337 0.20
H -2.706 -2.448 -4.859 0.20
H -2.510 -3.551 -1.354 0.20
H -4.581 -1.697 -0.079 0.22
H -4.716 -3.456 -0.117 0.19
H -4.728 -2.545 -1.620 0.20
H -2.486 -2.346 1.441 0.20
H -1.207 -3.318 0.742 0.23
H -2.812 -4.046 1.046 0.19
Te 1.345 -0.668 2.101 0.66
C 1.939 -2.585 2.788 -0.28
C 1.056 -3.658 2.857 -0.23
C 1.502 -4.910 3.258 -0.20
C 2.842 -5.110 3.571 -0.23
C 3.731 -4.047 3.489 -0.24
C 3.279 -2.787 3.110 -0.18
C -0.051 -0.267 3.654 -0.29
C 0.176 0.861 4.441 -0.17
C -0.736 1.223 5.427 -0.24
C -1.870 0.452 5.643 -0.22
C -2.099 -0.672 4.858 -0.20
C -1.201 -1.020 3.857 -0.23
H 0.020 -3.525 2.572 0.22
H 0.804 -5.736 3.307 0.20
H 3.190 -6.090 3.871 0.20
H 4.778 -4.194 3.727 0.20
H 3.974 -1.956 3.068 0.21
H 1.059 1.466 4.273 0.21
H -0.560 2.110 6.024 0.20
H -2.580 0.732 6.412 0.20
H -2.992 -1.268 5.008 0.20
H -1.411 -1.869 3.221 0.22
```

As for the net charge: -1. The calculation puts the energy at -2611.4165 Ha. The calculation puts the highest occupied orbital energy at -3.1 eV.